1.
Computed, not measured: 12 unconnected molecules or ions with the total composition C28H70BF19N8O10P2 in a non-equilibrium geometry, with wB97M-V/def2-TZVPD.

Geometry as XYZ:
```
138
Properties=species:S:1:pos:R:3
C 5.941 -6.385 -16.128
C 5.768 -7.203 -17.364
O 6.581 -8.007 -17.887
N 4.393 -7.029 -18.046
H 3.963 -7.928 -18.209
H 3.804 -6.485 -17.432
C 4.674 -6.312 -19.347
H 5.483 -5.396 -16.093
H 7.004 -6.337 -15.891
H 5.375 -7.009 -15.436
H 5.048 -7.057 -20.050
H 5.363 -5.468 -19.328
H 3.657 -5.985 -19.567
C 0.836 -12.825 -15.804
C 0.546 -11.311 -15.762
O -0.541 -10.820 -16.067
N 1.755 -10.355 -15.518
H 2.323 -10.949 -14.931
H 2.334 -10.074 -16.297
C 1.458 -9.008 -14.829
H 1.326 -13.152 -14.886
H 1.572 -13.057 -16.574
H -0.062 -13.422 -15.961
H 1.056 -9.253 -13.846
H 0.649 -8.555 -15.403
H 2.370 -8.412 -14.802
C 8.635 -15.370 -19.304
C 9.790 -15.542 -20.346
O 9.628 -15.562 -21.550
N 11.102 -16.153 -19.849
H 10.859 -16.520 -18.940
H 11.387 -16.904 -20.461
C 12.137 -15.078 -19.665
H 7.708 -14.898 -19.631
H 8.914 -14.602 -18.582
H 8.457 -16.292 -18.751
H 11.790 -14.354 -18.927
H 12.358 -14.654 -20.644
H 13.037 -15.516 -19.232
C 7.719 -14.080 -13.803
C 8.131 -14.801 -15.066
O 8.217 -14.217 -16.105
N 8.634 -16.253 -14.865
H 9.050 -16.500 -15.751
H 9.376 -16.242 -14.179
C 7.473 -17.248 -14.487
H 6.654 -14.307 -13.749
H 7.928 -13.010 -13.805
H 8.214 -14.406 -12.888
H 7.699 -18.284 -14.738
H 6.593 -17.092 -15.110
H 7.295 -17.128 -13.418
C 10.084 -8.094 -14.373
C 10.305 -7.519 -15.767
O 9.845 -8.022 -16.760
N 11.298 -6.455 -15.969
H 12.223 -6.725 -15.666
H 11.371 -6.504 -16.975
C 10.842 -5.027 -15.510
H 9.252 -7.533 -13.947
H 10.984 -7.936 -13.780
H 9.910 -9.169 -14.408
H 10.663 -4.905 -14.442
H 9.926 -4.815 -16.062
H 11.554 -4.279 -15.860
C 9.268 -7.593 -19.798
C 8.641 -6.653 -20.850
O 7.487 -6.818 -21.198
N 9.641 -5.668 -21.551
H 10.443 -5.462 -20.973
H 10.018 -6.116 -22.374
C 9.005 -4.310 -21.900
H 10.115 -8.175 -20.161
H 8.531 -8.223 -19.299
H 9.449 -7.051 -18.870
H 8.067 -4.465 -22.434
H 9.690 -3.582 -22.335
H 8.688 -3.952 -20.920
C 7.967 -10.978 -17.482
C 6.851 -11.282 -18.440
O 6.995 -11.394 -19.642
N 5.521 -11.660 -17.748
H 5.823 -11.637 -16.785
H 4.866 -10.912 -17.927
C 4.976 -12.978 -18.403
H 8.904 -10.727 -17.980
H 8.109 -11.890 -16.903
H 7.749 -10.102 -16.871
H 5.771 -13.682 -18.156
H 4.677 -12.789 -19.434
H 4.103 -13.424 -17.926
C 8.601 -12.379 -24.029
C 7.561 -11.269 -24.117
O 6.759 -11.136 -25.040
N 7.617 -10.205 -23.036
H 8.250 -10.489 -22.302
H 8.086 -9.434 -23.490
C 6.191 -9.763 -22.636
H 8.334 -12.926 -23.125
H 9.614 -11.990 -23.924
H 8.550 -12.972 -24.942
H 5.749 -10.692 -22.278
H 5.647 -9.321 -23.471
H 6.398 -9.074 -21.817
C 2.490 -10.108 -19.271
O 2.954 -11.434 -19.654
O 3.299 -9.779 -18.144
C 2.580 -9.093 -20.494
F 2.066 -7.908 -20.077
F 3.845 -8.962 -20.833
F 1.894 -9.448 -21.626
C 1.871 -12.276 -20.115
C 2.438 -13.554 -20.712
H 1.696 -14.078 -21.314
H 3.227 -13.327 -21.429
H 2.899 -14.156 -19.928
H 1.401 -11.843 -20.998
H 1.253 -12.547 -19.260
H 1.481 -10.046 -18.864
P 5.399 -10.582 -14.433
F 4.223 -9.553 -13.955
F 5.538 -9.550 -15.653
F 6.542 -9.829 -13.470
F 6.628 -11.547 -15.029
F 5.066 -11.651 -13.236
F 4.335 -11.404 -15.366
P 10.932 -11.195 -20.606
F 10.967 -10.441 -19.162
F 12.262 -12.001 -20.158
F 9.955 -12.322 -19.924
F 10.921 -12.053 -21.989
F 9.612 -10.408 -21.144
F 11.868 -10.040 -21.212
B 4.227 -15.334 -16.018
F 4.235 -16.231 -14.998
F 4.998 -14.220 -15.765
F 4.696 -16.098 -17.054
F 2.967 -14.957 -16.487
```

LUMO energy (spin up / spin down) in eV: -11.693 / -15.072
2S+1: 2
Total charge: +5

Atomic partial charges in e from the Löwdin method, atoms 1 to 5:
1 C 0.057
2 C -0.325
3 O 0.087
4 N 0.112
5 H 0.102

***

2.
Computed, not measured: 11 unconnected molecules or ions with the total composition C28H70F15N8O10P2 in a non-equilibrium geometry, with wB97M-V/def2-TZVPD.

Geometry as XYZ:
```
133
Properties=species:S:1:pos:R:3
C 5.949 -10.903 2.029
C 5.689 -11.602 0.709
O 6.430 -12.372 0.225
N 4.422 -11.186 -0.036
H 3.631 -11.768 0.254
H 4.242 -10.275 0.377
C 4.589 -11.004 -1.566
H 5.092 -11.090 2.688
H 5.966 -9.810 2.118
H 6.852 -11.241 2.524
H 5.285 -10.171 -1.628
H 3.572 -10.791 -1.879
H 5.075 -11.889 -1.967
C 3.200 -8.236 5.356
C 2.640 -8.201 3.969
O 1.944 -9.046 3.526
N 3.102 -7.067 3.046
H 4.010 -6.801 3.431
H 3.282 -7.438 2.118
C 2.099 -5.903 3.081
H 4.030 -7.551 5.505
H 3.366 -9.271 5.634
H 2.354 -7.783 5.890
H 2.074 -5.356 4.020
H 1.150 -6.280 2.709
H 2.534 -5.200 2.370
C 7.060 -4.546 7.741
C 6.846 -3.936 6.370
O 6.508 -2.815 6.220
N 7.182 -4.789 5.164
H 7.021 -5.764 5.441
H 6.586 -4.495 4.395
C 8.674 -4.623 4.832
H 6.541 -3.894 8.440
H 8.133 -4.535 7.957
H 6.654 -5.550 7.869
H 8.892 -5.178 3.924
H 9.141 -5.053 5.715
H 8.957 -3.585 4.676
C 6.811 -15.701 6.702
C 7.991 -14.798 6.430
O 9.053 -14.924 6.933
N 7.764 -13.640 5.430
H 8.581 -13.437 4.860
H 7.021 -13.929 4.776
C 7.320 -12.357 6.079
H 6.494 -16.122 5.744
H 6.023 -15.083 7.132
H 7.183 -16.500 7.335
H 6.915 -11.724 5.297
H 8.222 -12.026 6.582
H 6.459 -12.600 6.698
C 8.437 -7.077 1.655
C 7.781 -7.665 0.428
O 8.005 -8.685 -0.110
N 6.575 -6.817 0.019
H 5.724 -7.374 -0.034
H 6.373 -6.117 0.730
C 6.812 -6.121 -1.342
H 9.279 -7.724 1.884
H 7.745 -6.998 2.492
H 8.729 -6.069 1.346
H 7.492 -5.275 -1.309
H 5.792 -5.831 -1.592
H 7.132 -6.844 -2.090
C 9.506 -8.941 8.448
C 9.661 -8.755 9.940
O 8.838 -8.293 10.647
N 10.799 -9.613 10.527
H 10.533 -9.873 11.481
H 10.924 -10.519 10.079
C 12.108 -8.781 10.507
H 9.528 -10.001 8.178
H 10.326 -8.417 7.953
H 8.527 -8.609 8.118
H 12.784 -9.488 10.987
H 11.975 -7.816 10.982
H 12.484 -8.721 9.490
C 5.559 -8.933 9.111
C 4.340 -9.212 9.931
O 3.322 -8.630 9.785
N 4.483 -10.215 11.081
H 5.428 -10.312 11.450
H 3.886 -9.816 11.811
C 3.950 -11.600 10.651
H 5.203 -8.235 8.361
H 5.747 -9.874 8.586
H 6.342 -8.433 9.681
H 4.331 -11.869 9.668
H 2.877 -11.469 10.538
H 4.262 -12.310 11.411
C 11.217 -9.309 4.739
C 12.479 -9.175 3.909
O 12.851 -8.159 3.438
N 13.410 -10.349 4.005
H 12.973 -11.131 4.491
H 13.631 -10.757 3.091
C 14.686 -9.939 4.778
H 10.501 -10.066 4.426
H 10.769 -8.314 4.739
H 11.458 -9.337 5.806
H 14.351 -9.314 5.599
H 15.355 -9.452 4.074
H 15.168 -10.866 5.083
C 4.496 -13.736 3.643
O 4.543 -12.994 4.852
O 5.795 -14.033 3.331
C 3.469 -14.882 3.739
F 2.227 -14.491 3.513
F 3.772 -15.957 3.000
F 3.489 -15.394 5.028
C 3.319 -12.402 5.301
C 3.679 -11.644 6.573
H 4.595 -11.056 6.640
H 2.799 -11.065 6.869
H 3.780 -12.418 7.343
H 2.582 -13.146 5.598
H 2.997 -11.653 4.570
H 4.162 -13.149 2.764
P 7.107 -8.558 5.191
F 5.878 -9.589 5.015
F 6.456 -7.978 6.566
F 7.925 -9.662 6.039
F 8.347 -7.548 5.391
F 7.652 -9.146 3.783
F 6.220 -7.442 4.401
P 11.427 -5.565 7.620
F 10.882 -6.594 6.401
F 12.706 -5.141 6.744
F 10.542 -4.299 7.157
F 11.911 -4.730 8.895
F 10.106 -6.106 8.457
F 12.241 -6.858 8.144
```

LUMO energy in eV: -12.741
2S+1: 1
Total charge: +5

Atomic partial charges in e from the Löwdin method, atoms 1 to 5:
1 C 0.005
2 C -0.393
3 O 0.237
4 N 0.093
5 H 0.194

***

3.
Computed, not measured: a molecular structure, C28H72BF6N4O12Pt2 in a non-equilibrium geometry, with wB97M-V/def2-TZVPD.

Geometry as XYZ:
```
125
Properties=species:S:1:pos:R:3
Pt -0.280 -1.073 1.984
Pt -0.070 0.316 -2.255
C -3.435 -2.087 1.228
O -3.520 -2.449 2.560
O -2.048 -1.935 0.916
C -4.283 -2.917 0.149
F -4.554 -2.054 -0.790
F -3.538 -3.820 -0.459
F -5.454 -3.503 0.504
C -4.818 -2.455 3.149
C -4.650 -1.805 4.512
H -4.338 -0.763 4.449
H -5.674 -1.675 4.861
H -3.870 -2.253 5.127
H -5.131 -3.484 3.326
H -5.709 -2.036 2.681
H -3.912 -1.107 1.218
C -0.847 3.307 -0.934
O -2.028 2.589 -0.378
O -0.011 2.501 -1.771
C -1.114 4.831 -1.370
F 0.085 5.366 -1.388
F -1.612 5.083 -2.490
F -1.769 5.547 -0.423
C -2.894 3.340 0.518
C -3.502 2.119 1.226
H -4.126 1.628 0.480
H -2.726 1.562 1.753
H -4.223 2.252 2.032
H -3.537 3.934 -0.131
H -2.418 4.068 1.174
H -0.187 3.441 -0.077
B 0.539 -0.566 -0.216
H 1.251 -0.050 -0.842
H 0.073 -1.271 -0.886
H 1.097 -1.033 0.581
H -0.182 0.163 0.120
C 5.465 0.124 -0.431
C 4.725 -1.273 -0.404
O 3.405 -0.848 -1.017
O 4.867 1.089 0.420
H 5.566 0.448 -1.467
H 6.500 -0.005 -0.115
H 4.651 -1.563 0.644
H 5.065 -2.120 -1.000
H 2.926 -0.418 -0.304
H 4.155 1.542 -0.038
C 3.396 4.104 -0.858
C 4.393 4.219 -2.065
O 3.927 4.365 -3.433
O 3.115 2.740 -0.635
H 2.469 4.653 -1.025
H 3.952 4.472 0.004
H 4.993 3.309 -2.040
H 5.094 5.017 -1.819
H 4.663 4.675 -3.965
H 2.159 2.724 -0.717
C 1.317 2.918 2.891
C 1.271 1.492 2.494
C 1.967 0.562 3.552
O 1.818 -0.817 3.064
C 2.697 -1.679 3.783
N -0.105 1.084 2.540
H 2.335 3.300 2.966
H 0.899 3.144 3.872
H 1.007 3.629 2.125
H 1.802 1.201 1.589
H 1.603 0.804 4.550
H 3.032 0.784 3.619
H 2.569 -1.495 4.850
H 3.738 -1.566 3.481
H 2.492 -2.728 3.568
H -0.617 1.892 2.214
H -0.244 1.238 3.529
C -4.458 0.660 -2.659
C -3.056 0.136 -2.997
C -2.392 1.002 -4.095
O -0.975 0.829 -4.142
C -0.491 1.478 -5.341
N -2.329 0.265 -1.764
H -5.029 0.701 -3.586
H -4.446 1.693 -2.310
H -4.977 -0.041 -2.006
H -2.962 -0.918 -3.258
H -2.567 2.053 -3.868
H -2.812 0.856 -5.091
H -0.260 2.516 -5.100
H -1.083 1.272 -6.232
H 0.436 0.985 -5.635
H -2.448 1.252 -1.590
H -2.977 -0.065 -1.063
C 3.866 -0.656 -4.283
C 2.305 -0.669 -4.111
C 1.646 -1.904 -3.448
O 0.236 -1.600 -3.199
C -0.473 -2.776 -2.890
N 1.948 0.467 -3.202
H 4.263 -1.082 -5.204
H 4.304 -1.242 -3.474
H 4.246 0.342 -4.063
H 1.952 -0.561 -5.137
H 2.089 -2.247 -2.514
H 1.769 -2.789 -4.072
H -0.611 -3.399 -3.774
H -1.522 -2.514 -2.751
H -0.170 -3.330 -2.002
H 2.235 1.245 -3.777
H 2.604 0.483 -2.434
C -1.261 -3.530 5.398
C -0.526 -3.016 4.192
C -0.158 -3.944 2.974
O 0.494 -3.156 1.973
C 0.646 -3.840 0.728
N -1.107 -1.722 3.845
H -0.595 -3.945 6.154
H -2.114 -4.200 5.292
H -1.484 -2.591 5.905
H 0.436 -2.684 4.584
H -1.048 -4.436 2.581
H 0.540 -4.643 3.433
H 1.172 -4.787 0.852
H 1.119 -3.291 -0.086
H -0.313 -4.249 0.409
H -1.260 -1.118 4.641
H -2.051 -2.015 3.639
```

LUMO energy (spin up / spin down) in eV: -2.054 / -2.066
2S+1: 5
Total charge: +1

Atomic partial charges in e from the Löwdin method, atoms 1 to 5:
1 Pt 1.215
2 Pt 1.218
3 C -0.371
4 O -0.128
5 O -0.272

***

| no. | total energy (eV) |
| --- | --- |
| 1 | -133415.327 |
| 2 | -121863.832 |
| 3 | -84190.153 |